Record 1
This record from the Open Molecules 2025 dataset describes a structure of composition C24H24N8O3Ru. The level of theory is ωB97M-V/def2-TZVPD.

Geometry as XYZ:
```
60
C24H24N8O3Ru | the Open Molecules 2025 dataset | ωB97M-V/def2-TZVPD
Ru 0.980 0.787 -0.019
C 4.857 0.970 1.775
C 5.557 0.023 1.049
C 4.903 -0.728 0.079
C 3.567 -0.509 -0.149
N 2.893 0.442 0.550
C 3.522 1.163 1.498
C 2.759 -1.233 -1.164
C 3.211 -2.300 -1.904
C 2.365 -2.865 -2.852
C 1.094 -2.350 -3.034
C 0.692 -1.294 -2.243
N 1.504 -0.762 -1.324
H 5.333 1.562 2.544
H 6.612 -0.136 1.232
H 5.442 -1.471 -0.491
H 2.919 1.885 2.028
H 4.205 -2.694 -1.755
H 2.707 -3.701 -3.448
H 0.421 -2.752 -3.778
H -0.287 -0.840 -2.336
N -0.121 -0.699 1.262
C -1.153 -1.246 1.299
N -2.269 -1.880 1.392
C -3.136 -2.130 0.207
C -3.173 -3.623 -0.092
C -3.149 -4.454 1.211
C -3.644 -3.642 2.406
C -2.703 -2.478 2.703
H -2.761 -1.538 -0.629
H -4.122 -1.747 0.463
H -2.324 -3.897 -0.720
H -4.075 -3.825 -0.670
H -2.129 -4.789 1.415
H -3.749 -5.353 1.088
H -3.694 -4.260 3.302
H -4.655 -3.271 2.228
H -1.805 -2.826 3.212
H -3.173 -1.708 3.311
O 1.624 2.417 -1.787
C 1.414 3.261 -0.907
C 1.412 4.763 -0.972
C 0.939 5.160 0.442
C 0.752 3.846 1.194
O 0.323 3.669 2.306
N 1.094 2.810 0.331
H 0.763 5.104 -1.777
H 2.418 5.111 -1.209
H -0.018 5.680 0.436
H 1.637 5.794 0.985
N -2.022 2.477 0.694
C -1.852 1.915 -0.479
O -0.934 1.136 -0.816
C -2.884 2.170 -1.535
C -2.876 1.329 -2.659
N -2.846 0.587 -3.545
C -3.799 3.225 -1.391
N -4.486 4.139 -1.219
H -1.291 2.461 1.408
H -2.791 3.115 0.854
```

As for the multiplicity: 5. The HOMO energy (spin up / spin down) comes out at -14.95 / -15.18 eV. As for the charge: +2. The energy relative to the best compared isomer or geometry (same formula, charge and spin) is 2.30 kJ/mol.

=====

Record 2
This record from the Open Molecules 2025 dataset describes a structure of composition C24H24OPPbSSe2 at a distorted geometry. The level of theory is ωB97M-V/def2-TZVPD.

Geometry as XYZ:
```
54
C24H24OPPbSSe2 | the Open Molecules 2025 dataset | ωB97M-V/def2-TZVPD
Pb -0.225 -2.975 0.836
C 0.769 -3.726 3.762
Se -0.244 -1.898 3.370
C -2.068 -2.473 4.082
C -2.555 -3.872 3.851
Se -3.004 -4.138 1.876
C -2.497 -5.979 1.690
H 1.604 -3.522 4.406
H 1.197 -4.012 2.803
H 0.100 -4.463 4.193
H -2.697 -1.743 3.586
H -1.974 -2.264 5.157
H -3.527 -4.092 4.272
H -1.886 -4.666 4.144
H -1.550 -6.175 2.264
H -2.406 -6.294 0.622
H -3.304 -6.635 2.079
O 2.288 -0.954 -4.391
C 1.824 -0.087 -3.627
C 1.342 1.277 -4.156
C 1.493 1.925 -5.436
C 0.853 3.126 -5.674
C 0.242 3.792 -4.585
C 0.194 3.260 -3.307
C 0.847 2.009 -3.105
P 0.956 1.102 -1.426
C -0.658 0.874 -0.510
C -1.052 1.512 0.683
C -2.347 1.325 1.114
C -3.112 0.231 0.777
C -2.625 -0.539 -0.288
C -1.452 -0.135 -1.011
C 1.904 2.220 -0.496
C 3.322 2.092 -0.282
C 4.054 3.058 0.410
C 3.397 4.170 0.992
C 2.024 4.315 0.744
C 1.344 3.400 -0.073
H 2.133 1.444 -6.158
H 0.731 3.540 -6.680
H -0.354 4.691 -4.846
H -0.452 3.669 -2.470
H -0.333 2.197 1.099
H -2.647 1.985 1.919
H -3.890 -0.173 1.422
H -3.115 -1.472 -0.556
H -1.116 -0.634 -1.857
H 3.844 1.143 -0.654
H 5.110 2.969 0.432
H 3.990 4.815 1.638
H 1.525 5.217 1.121
H 0.266 3.625 -0.170
S 2.086 -1.761 -1.357
C 1.653 -0.300 -2.231
```

As for the multiplicity: 2. The HOMO energy (spin up / spin down) comes out at -5.23 / -5.24 eV. The energy relative to the best compared isomer or geometry (same formula, charge and spin) is 161.29 kJ/mol.

=====

Record 3
This record from the Open Molecules 2025 dataset describes a structure of composition C24H25BF6FeN2O5S at a distorted geometry. The level of theory is ωB97M-V/def2-TZVPD.

Geometry as XYZ:
```
65
C24H25BF6FeN2O5S | the Open Molecules 2025 dataset | ωB97M-V/def2-TZVPD
Fe -0.624 0.850 0.107
O -1.720 0.915 -4.374
C -1.245 1.268 -3.191
O -1.861 1.799 -2.308
C 0.233 1.030 -3.066
C 1.050 0.683 -4.133
C 2.410 0.565 -3.905
C 2.911 0.824 -2.637
C 2.012 1.151 -1.636
N 0.701 1.221 -1.839
C 2.363 1.450 -0.208
O 3.624 1.692 0.120
O 1.502 1.472 0.635
H -2.690 0.982 -4.346
H 0.620 0.515 -5.109
H 3.079 0.286 -4.709
H 3.974 0.743 -2.448
H 4.201 1.750 -0.653
F -3.213 -1.409 4.121
C -2.751 -0.284 3.564
C -2.094 -0.368 2.350
C -1.615 0.804 1.818
C -1.838 2.046 2.402
C -2.497 2.058 3.629
F -2.724 3.225 4.253
C -2.950 0.909 4.236
C -1.426 3.193 1.611
C -1.596 4.536 1.933
C -1.173 5.500 1.040
C -0.587 5.115 -0.157
C -0.452 3.769 -0.415
N -0.859 2.829 0.445
H -2.008 -1.317 1.844
H -3.464 0.943 5.185
H -2.057 4.808 2.868
H -1.303 6.548 1.275
H -0.247 5.838 -0.883
H -0.019 3.417 -1.337
C 0.480 -2.744 3.722
C 1.394 -3.521 2.788
C 1.870 -2.740 1.570
S 0.566 -2.266 0.403
O 0.250 -0.818 0.804
C 1.645 -2.198 -1.047
C 1.732 -3.578 -1.696
C 0.448 -3.969 -2.420
H 0.243 -3.336 4.605
H -0.459 -2.495 3.237
H 0.945 -1.811 4.048
H 0.903 -4.439 2.456
H 2.292 -3.835 3.325
H 2.570 -3.341 0.987
H 2.352 -1.795 1.836
H 2.615 -1.816 -0.718
H 1.170 -1.489 -1.719
H 1.989 -4.331 -0.943
H 2.572 -3.564 -2.393
H -0.406 -4.009 -1.742
H 0.555 -4.947 -2.888
H 0.207 -3.244 -3.199
F -2.441 -2.286 -0.834
B -2.357 -1.069 -1.451
F -1.083 -0.892 -2.063
F -3.352 -0.796 -2.350
F -2.369 -0.022 -0.399
```

As for the multiplicity: 2. The HOMO energy (spin up / spin down) comes out at -11.35 / -11.36 eV. As for the charge: +1. The energy relative to the best compared isomer or geometry (same formula, charge and spin) is 40.32 kJ/mol.

=====

Record 4
This record from the Open Molecules 2025 dataset describes a structure of composition C24H25N2O2Re at a distorted geometry. The level of theory is ωB97M-V/def2-TZVPD.

Geometry as XYZ:
```
54
C24H25N2O2Re | the Open Molecules 2025 dataset | ωB97M-V/def2-TZVPD
Re 0.020 -0.316 -0.251
C 1.311 -1.612 -1.569
C 1.510 -2.097 -0.250
C 2.232 -1.124 0.485
C 2.486 -0.023 -0.365
C 1.895 -0.299 -1.618
C 2.037 0.465 -2.894
C 3.276 1.193 -0.006
C 2.671 -1.285 1.900
C 1.187 -3.472 0.237
C 0.811 -2.370 -2.766
H 2.613 -0.131 -3.605
H 2.544 1.417 -2.750
H 1.067 0.671 -3.340
H 4.275 0.895 0.318
H 2.819 1.738 0.820
H 3.375 1.873 -0.847
H 3.672 -1.722 1.925
H 2.004 -1.949 2.448
H 2.717 -0.328 2.419
H 2.103 -3.970 0.557
H 0.724 -4.073 -0.541
H 0.509 -3.444 1.088
H 1.620 -2.544 -3.479
H 0.027 -1.822 -3.286
H 0.407 -3.338 -2.480
O -0.807 -1.450 1.046
C -1.058 -1.281 2.370
C -1.240 -2.419 3.147
C -1.460 -2.299 4.505
C -1.539 -1.041 5.108
C -1.404 0.084 4.332
C -1.149 -0.016 2.954
C -1.076 1.190 2.180
N -0.767 1.232 0.934
N -0.938 2.472 0.319
C -0.700 2.353 -0.937
O -0.337 1.179 -1.476
C -0.827 3.498 -1.853
C -0.868 4.794 -1.343
C -1.008 5.866 -2.206
C -1.114 5.650 -3.574
C -1.074 4.359 -4.083
C -0.926 3.282 -3.224
H -1.214 -3.387 2.663
H -1.576 -3.191 5.106
H -1.722 -0.955 6.170
H -1.496 1.069 4.774
H -1.337 2.136 2.647
H -0.790 4.947 -0.275
H -1.036 6.874 -1.814
H -1.228 6.491 -4.246
H -1.161 4.193 -5.148
H -0.904 2.271 -3.610
```

As for the multiplicity: 2. The HOMO energy (spin up / spin down) comes out at -11.31 / -11.22 eV. As for the charge: +1.

=====

| no. | E (eV) |
| --- | --- |
| 1 | -45907.6499 |
| 2 | -183383.7951 |
| 3 | -100716.1094 |
| 4 | -34493.6950 |